Record 1
ORCA calculation (ωB97M-V/def2-TZVPD) on the molecule C4H7NO2S in a non-equilibrium geometry.

```
15
Properties=species:S:1:pos:R:3:forces:R:3
C 1.263167 0.108317 -0.071451 2.476 -4.269 2.581
C 1.152034 -1.328362 0.633949 1.977 1.146 0.276
C -1.430878 -0.844101 0.636709 0.754 -0.605 1.613
C 0.050576 1.877882 -0.902437 0.703 0.661 -2.886
N 0.148888 0.520911 -0.587260 -1.479 1.333 -2.357
O 2.404797 0.544749 -0.090471 -0.174 1.264 -0.643
O -2.674386 -0.832635 0.157736 -1.387 0.203 -0.442
S -0.367181 -2.185068 0.285149 -0.438 -0.146 0.241
H 2.113508 -1.890497 0.291239 -1.994 0.736 0.604
H 1.266529 -1.134841 1.752716 -0.139 -0.346 -1.344
H -1.207089 -0.094637 1.432180 -0.330 -0.854 -0.717
H -0.758815 2.106015 -1.738927 2.026 -0.674 1.404
H -0.329986 2.392737 -0.065034 -0.116 1.024 1.339
H 1.177520 2.159702 -1.118236 -2.264 0.420 0.155
H -2.808685 -1.400171 -0.615863 0.386 0.107 0.175
```
Positions in Å, forces in eV/Å.

## Properties
Maximum force = 5.569 eV/Å
Expectation value of S² = 2.018
Gap between HOMO and LUMO (alpha / beta) = 6.8 / 6.4 eV
Multiplicity = 3
HOMO energy (alpha / beta) = -6.08 / -9.05 eV

=====

Record 2
ORCA calculation (ωB97M-V/def2-TZVPD) on the molecule C4H5N3 in a non-equilibrium geometry.

```
12
Properties=species:S:1:pos:R:3:forces:R:3
N 2.471362 -0.343089 -0.224087 1.169 -0.020 -0.052
N 1.276131 -1.169627 -0.201147 1.054 1.675 0.581
C 0.467725 -0.263269 0.098209 -5.403 -3.265 0.291
C -1.288576 -0.933086 0.275439 0.755 1.499 -0.505
C -1.909147 0.245609 0.191194 0.114 0.016 0.012
C -0.944208 1.324131 0.087826 0.325 0.897 -0.039
N 0.333476 1.105160 0.110733 -0.754 -0.536 -0.066
H 2.784759 -0.162420 -1.165081 0.312 -0.442 -0.037
H 3.139688 -0.784387 0.382097 0.517 -0.242 -0.420
H -1.964874 -1.833797 0.299170 1.722 0.399 0.029
H -2.966368 0.497696 0.173072 0.114 -0.325 0.067
H -1.285923 2.339012 -0.044899 0.074 0.344 0.139
```
Positions in Å, forces in eV/Å.

## Properties
Maximum force = 6.319 eV/Å
Gap between HOMO and LUMO = 8.7 eV
SMILES string = N/N=C1/C=CC=N1
HOMO energy = -9.07 eV

=====

Record 3
ORCA calculation (ωB97M-V/def2-TZVPD) on a structure of composition CuH10O5.

```
16
Properties=species:S:1:pos:R:3:forces:R:3
Cu 0.264871 0.225779 0.413756 -0.153 0.204 -0.114
O 0.528001 1.432769 -1.617184 0.571 0.044 0.375
H 0.047351 2.238319 -1.807744 -0.300 0.457 0.031
H 0.401081 0.888109 -2.394014 0.015 -0.411 -0.339
O -1.608139 -0.313391 -0.923824 0.171 -0.287 0.306
H -2.429469 0.027439 -0.569594 -0.407 0.166 0.328
H -1.748819 -0.342821 -1.870174 0.045 -0.019 -0.554
O 1.679741 -1.635271 -0.570994 0.147 0.501 0.158
H 1.177891 -2.171181 0.043156 -0.211 -0.275 0.192
H 1.925081 -2.239421 -1.271744 0.130 -0.210 -0.458
O 0.408911 2.176979 1.698896 -0.288 -0.556 0.033
H 1.187511 2.528409 2.130756 0.516 0.009 0.246
H 0.090311 2.897429 1.155126 -0.275 0.362 -0.365
O -0.640269 -1.630711 1.582506 0.103 0.341 -0.481
H -1.239529 -1.708391 2.324856 -0.407 0.151 0.455
H -0.044519 -2.374041 1.676216 0.342 -0.476 0.187
```
Positions in Å, forces in eV/Å.

## Properties
Maximum force = 0.685 eV/Å
Expectation value of S² = 0.751
Gap between HOMO and LUMO (alpha / beta) = 3.6 / 8.2 eV
Multiplicity = 2
HOMO energy (alpha / beta) = -3.13 / -8.11 eV

=====

Record 4
ORCA calculation (ωB97M-V/def2-TZVPD) on a structure of composition C36H72O42S6 in a non-equilibrium geometry.

```
156
Properties=species:S:1:pos:R:3:forces:R:3
C -5.902586 -2.908768 0.495185 0.181 -0.646 0.132
C -4.861166 -2.217258 1.348835 -0.115 -2.627 -0.333
O -5.238506 -0.908938 1.425575 0.557 4.928 -1.429
C -5.079436 -0.100188 0.306995 -0.723 -1.313 0.057
O -4.605656 -0.451748 -0.761195 -0.267 0.853 1.459
O -5.672286 1.088712 0.571415 0.906 -0.993 1.129
C -5.850386 2.044482 -0.432525 -0.271 -0.331 -2.071
H -5.788576 -2.668468 -0.561865 0.081 0.035 0.092
H -6.877136 -2.559358 0.836175 -0.132 -0.343 -0.038
H -5.785946 -3.985918 0.614605 -0.322 -0.067 -0.086
H -3.865386 -2.470308 0.984845 0.234 0.734 -0.229
H -4.889976 -2.561108 2.382775 -0.144 -0.112 -0.017
H -6.578596 1.669782 -1.151835 -0.926 0.168 0.411
H -5.051586 2.152722 -1.166215 0.958 0.136 0.820
H -6.135376 3.002622 0.002055 0.034 -0.338 0.068
C -1.396426 0.457682 4.772095 -0.442 1.399 -0.883
C -2.343886 0.791372 3.589915 2.218 0.154 0.928
O -3.707816 0.836762 4.006685 -1.121 -0.443 -0.096
C -4.283586 1.883702 4.617515 0.262 1.468 0.196
O -3.766236 2.979642 4.865375 -0.928 -2.168 -0.692
O -5.590716 1.554952 4.884555 1.800 -0.045 0.359
C -6.534126 2.603252 5.176925 0.078 0.224 -0.828
H -0.386766 0.741282 4.475015 0.063 0.048 0.010
H -1.360416 -0.617718 4.946195 -0.413 0.239 0.589
H -1.722296 1.145152 5.552675 0.342 -0.664 0.696
H -2.028196 -0.017548 2.931065 -1.724 -0.264 -0.642
H -2.041556 1.699322 3.068085 -0.258 0.343 0.320
H -7.112246 2.566532 4.253605 -0.511 0.658 0.295
H -6.089526 3.582482 5.354495 0.374 -0.176 -0.326
H -7.175636 2.429652 6.040885 0.310 -0.762 -0.055
C -3.989926 4.257982 -3.890625 1.693 -0.067 -0.494
C -2.602866 3.652652 -4.325825 -1.015 1.075 3.062
O -3.054086 2.631622 -5.218435 0.318 -0.469 0.046
C -2.251416 2.292252 -6.105815 -2.590 -1.643 -4.564
O -0.998426 2.315152 -6.026015 0.074 0.005 -0.270
O -2.957786 1.913692 -7.244915 0.892 0.833 2.959
C -2.278906 1.568392 -8.446065 2.384 -0.054 -0.443
H -3.810126 5.164942 -3.313385 -0.236 -0.045 -0.042
H -4.541616 3.519222 -3.309275 0.220 0.043 0.134
H -4.564176 4.445622 -4.797895 0.016 0.369 0.126
H -2.054246 3.204522 -3.497395 -0.523 -0.359 0.273
H -1.776576 4.239602 -4.726865 -0.646 0.546 -0.765
H -1.583876 0.782022 -8.151655 0.167 -0.033 -0.601
H -1.747636 2.464612 -8.766445 0.239 -0.157 -0.121
H -2.851306 1.239382 -9.313365 -0.949 0.017 0.892
C 1.048874 -6.077418 -0.400545 0.390 1.104 -0.627
C 2.088704 -7.023698 0.194085 -1.351 0.350 -0.260
O 2.116574 -6.654758 1.593895 -0.291 -0.926 1.447
C 1.665934 -7.573928 2.470545 0.127 -1.967 -0.197
O 1.387494 -8.724318 2.141845 0.030 2.209 1.276
O 1.649894 -7.057488 3.754465 0.795 0.049 -3.155
C 0.773404 -7.607868 4.687545 -0.983 -0.501 1.110
H -0.001246 -6.365118 -0.349915 0.194 -0.892 0.146
H 1.261264 -5.894358 -1.453865 -0.008 0.099 -0.041
H 1.019294 -5.119978 0.119585 0.556 0.217 -0.164
H 3.129104 -6.987348 -0.128955 -0.279 0.502 -0.334
H 1.677454 -7.996978 -0.073715 0.516 -0.422 1.028
H 0.282794 -6.733858 5.115925 -0.133 -0.277 0.369
H 1.289324 -8.183148 5.456295 0.303 0.277 0.008
H 0.020104 -8.295318 4.302785 0.105 0.198 -0.564
C 5.139554 1.345702 2.578395 -1.276 0.856 0.667
C 5.833544 0.088982 3.063825 0.013 0.173 -1.763
O 6.277344 0.203902 4.427715 0.711 -1.683 0.836
C 6.784744 -0.974398 4.928185 -0.237 -2.509 0.057
O 6.812654 -2.062488 4.343805 0.087 2.608 0.690
O 7.184384 -0.868608 6.231105 -1.511 2.487 -0.506
C 7.924054 -1.870968 6.863365 1.753 -2.224 -1.770
H 4.168334 1.141032 2.127905 -0.004 -0.551 -0.152
H 5.623144 1.999312 1.852415 0.665 -0.164 0.320
H 4.808974 1.937912 3.431685 0.365 0.270 0.116
H 6.674404 -0.078878 2.390865 0.373 -0.262 0.392
H 5.139894 -0.722548 2.843905 0.181 -0.368 0.945
H 8.753494 -2.051588 6.179615 0.484 -0.145 0.122
H 7.487264 -2.869068 6.896615 -0.885 0.280 0.051
H 8.394914 -1.704618 7.832245 -0.817 1.193 -0.019
C 6.393914 -1.207068 -6.962645 -0.852 -0.479 -0.033
C 5.107744 -1.942628 -6.566485 0.458 -0.535 1.315
O 4.231554 -0.909608 -6.083725 1.942 1.721 -1.971
C 3.124034 -1.010038 -5.465695 -0.784 -2.466 0.447
O 2.563754 -2.062588 -5.227705 -0.403 0.815 0.258
O 2.737314 0.222772 -5.144765 -0.381 0.779 1.354
C 1.678054 0.271432 -4.206705 -2.500 0.025 -0.011
H 6.962394 -1.736428 -7.727295 -0.033 -0.098 0.162
H 6.974974 -1.122128 -6.044355 0.218 0.488 -0.354
H 6.069524 -0.252468 -7.376895 0.427 0.133 0.142
H 5.295664 -2.516588 -5.659095 0.103 -0.542 -0.268
H 4.688784 -2.619148 -7.311405 -0.392 0.497 -0.110
H 1.743784 -0.015988 -3.157335 1.399 -0.670 -0.277
H 0.843664 -0.309938 -4.599005 -0.028 -0.336 -0.020
H 1.232724 1.258582 -4.082915 0.618 0.527 -0.804
C -3.730266 4.865402 2.160675 -1.466 -0.089 0.753
C -4.340256 5.618322 0.996135 -1.350 1.281 2.200
O -3.992726 4.934822 -0.137255 1.156 -2.097 -1.727
S -2.575496 4.148522 0.063655 1.160 -1.087 -1.322
O -1.582606 4.952132 -0.657575 -1.426 -1.394 1.756
O -2.619036 2.700552 -0.298585 -0.454 3.915 1.175
O -2.535826 4.350842 1.686575 2.648 -0.609 -2.632
H -4.273156 3.962822 2.441265 -0.691 0.442 0.308
H -3.559136 5.514922 3.019125 0.127 -0.238 -0.022
H -4.034026 6.664192 0.974275 0.418 -0.004 -0.225
H -5.422916 5.638032 1.120825 -0.068 -0.179 -0.264
C 2.372444 -3.836488 3.044575 -0.311 0.427 -1.648
C 0.821774 -3.595318 3.282545 2.687 0.279 0.271
O 0.874354 -2.745818 4.449015 0.150 1.061 0.039
S 2.154454 -1.688978 4.431915 0.338 0.254 2.154
O 2.697904 -1.670958 5.810075 -1.334 -0.086 -3.498
O 1.832974 -0.393058 3.812265 0.574 -3.082 0.846
O 3.062964 -2.636848 3.472855 -0.867 1.000 1.151
H 2.663524 -3.828358 1.994195 -0.602 -0.360 -0.212
H 2.799324 -4.758568 3.439085 -0.218 0.384 0.773
H 0.353844 -4.547928 3.530895 -0.215 0.372 0.063
H 0.374214 -3.057988 2.446445 -0.167 -0.200 0.039
C 3.280094 3.131082 -2.924755 -0.076 -2.416 1.560
C 2.952844 3.331952 -1.436875 1.238 0.753 -0.238
O 1.581074 3.772692 -1.454395 0.366 1.052 -0.861
S 1.304734 4.562092 -2.850665 -0.962 -0.185 -0.888
O 1.204244 6.015152 -2.834255 0.384 -2.885 0.413
O 0.190004 3.767392 -3.361305 1.095 1.301 -0.172
O 2.696364 4.140672 -3.666375 -1.941 2.419 0.830
H 2.691054 2.245282 -3.162425 0.757 -0.488 -0.243
H 4.346564 3.000302 -3.108165 -0.214 0.253 -0.249
H 3.549854 4.111672 -0.963885 0.058 0.059 -0.013
H 3.103004 2.410802 -0.873815 -0.604 0.022 0.004
C 0.349574 5.945812 2.261015 0.759 0.704 -0.545
C 1.332374 5.952202 1.118355 0.103 -0.897 -1.507
O 2.412664 5.113982 1.480775 0.833 -1.243 2.146
S 1.905694 3.915802 2.508085 1.018 -1.866 0.664
O 2.839144 3.744822 3.668295 -3.205 1.210 -3.584
O 1.622184 2.705862 1.698135 0.283 2.979 1.751
O 0.421954 4.678802 2.909125 1.894 -1.030 -0.720
H -0.586166 6.129062 1.732905 -0.481 -0.168 0.932
H 0.672854 6.724732 2.951575 -0.585 0.009 0.245
H 1.693284 6.932352 0.806675 0.123 0.002 0.475
H 0.974134 5.451122 0.219095 -0.801 0.346 -0.002
C -1.751366 -3.781908 -4.411415 0.078 -0.936 -2.013
C -0.471876 -3.944128 -3.575885 -0.468 2.061 -2.221
O -0.925036 -4.659788 -2.524815 -1.490 -0.975 2.987
S -2.497196 -4.441048 -2.143315 -0.356 -1.966 2.654
O -2.657986 -3.578678 -0.973755 0.389 -0.688 -2.589
O -3.027006 -5.803368 -1.964965 0.803 3.092 -1.314
O -2.888856 -3.655798 -3.527505 1.050 -0.712 1.367
H -1.871546 -4.675618 -5.023735 -0.321 -0.267 0.160
H -1.783656 -2.974008 -5.142415 0.115 0.360 0.534
H -0.149436 -2.920138 -3.387245 0.536 -0.080 0.859
H 0.337174 -4.517848 -4.027975 -0.225 0.217 -0.370
C -1.304646 -0.185288 -0.048985 0.777 0.284 -1.567
C -0.409026 0.710892 -0.956055 -1.034 -0.339 1.017
O 0.736774 -0.107308 -1.187795 1.411 -0.733 -0.134
S 1.181124 -0.989998 0.097185 -0.649 -1.495 1.110
O 2.222444 -0.390798 0.912765 -1.900 -0.579 -1.764
O 1.357474 -2.412308 -0.276585 -0.691 3.436 0.419
O -0.300206 -0.757248 0.830555 0.602 -0.264 0.100
H -1.848726 -0.949988 -0.603345 0.556 -0.477 -0.224
H -2.145706 0.363502 0.374755 0.799 0.240 1.097
H -0.104726 1.612112 -0.423805 -0.023 0.052 -0.032
H -0.856336 0.964092 -1.917255 0.111 -0.144 0.057
```
Positions in Å, forces in eV/Å.

## Properties
Maximum force = 5.499 eV/Å
Expectation value of S² = 0.756
Gap between HOMO and LUMO (alpha / beta) = 7.7 / 1.6 eV
Multiplicity = 2
HOMO energy (alpha / beta) = -11.31 / -11.31 eV
Total charge = +1